# 1
# C5H14NO

2 unconnected molecules or ions with the total composition C5H14NO at a distorted geometry (wB97M-V/def2-TZVPD, the Open Molecules 2025 dataset).

Output
* total charge: +1
* Kohn-Sham gap: 9.4 eV
* energy relative to the best compared isomer or geometry (same formula, charge and spin): 259.0 kJ/mol
* largest force on an atom: 0.0565 Eh/bohr

CARTESIAN COORDINATES (ANGSTROEM)
C (-0.36, 0.04, -1.33)
C (-1.59, 0.68, -0.64)
C (-1.49, 0.64, 0.87)
C (0.71, 1.58, 1.87)
C (-0.60, 1.68, 1.53)
N (-0.07, -1.39, -0.96)
H (-0.38, 0.14, -2.44)
H (0.58, 0.55, -1.05)
H (-2.46, 0.05, -0.93)
H (-1.64, 1.75, -0.87)
H (-2.53, 0.65, 1.26)
H (-1.04, -0.32, 1.16)
H (1.17, 0.61, 2.10)
H (1.50, 2.17, 1.48)
H (-0.87, 2.73, 1.45)
H (-0.24, -1.37, 0.05)
H (0.89, -1.69, -1.14)
H (-0.58, -2.12, -1.45)
H (3.68, -2.50, -0.52)
H (2.47, -1.83, 0.22)
O (2.85, -2.04, -0.66)

***

# 2
# C5H9FO2

C5H9FO2 in the gas phase at a distorted geometry (wB97M-V/def2-TZVPD, the Open Molecules 2025 dataset).

Output
* SMILES: O[C@@H]1CC[C@]1(O)CF
* total charge: 0
* Kohn-Sham gap: 10.1 eV
* energy relative to the best compared isomer or geometry (same formula, charge and spin): 246.3 kJ/mol
* largest force on an atom: 0.1216 Eh/bohr

CARTESIAN COORDINATES (ANGSTROEM)
O (-1.17, -0.93, -1.50)
C (-0.98, 0.05, -0.51)
C (-0.26, 1.33, -0.92)
C (0.39, 1.36, 0.51)
C (0.09, -0.15, 0.67)
O (-0.25, -0.57, 1.86)
C (1.16, -1.03, 0.10)
F (0.84, -2.45, 0.32)
H (-1.72, -1.70, -0.91)
H (-1.99, 0.45, -0.09)
H (-0.97, 2.21, -1.17)
H (0.46, 1.21, -1.74)
H (-0.18, 1.77, 1.37)
H (1.35, 1.84, 0.45)
H (-0.02, -1.63, 1.94)
H (1.15, -0.79, -1.03)
H (2.10, -0.97, 0.65)

***

# 3
# C3H7NO

2 unconnected molecules or ions with the total composition C3H7NO at a distorted geometry (wB97M-V/def2-TZVPD, the Open Molecules 2025 dataset).

Output
* SMILES: C=CO.C=N
* total charge: 0
* Kohn-Sham gap: 10.1 eV
* energy relative to the best compared isomer or geometry (same formula, charge and spin): 263.2 kJ/mol
* largest force on an atom: 0.0196 Eh/bohr

CARTESIAN COORDINATES (ANGSTROEM)
C (-2.51, 4.51, 1.53)
C (-1.66, 3.99, 2.41)
O (-0.33, 4.31, 2.45)
H (-3.57, 4.37, 1.65)
H (-2.08, 5.14, 0.76)
H (-1.93, 3.15, 3.05)
H (0.17, 3.52, 2.70)
C (2.60, -5.88, -2.62)
N (2.22, -5.14, -3.57)
H (2.18, -6.82, -2.28)
H (3.46, -5.53, -2.04)
H (1.45, -5.61, -4.05)

***

# 4
# C22H25F5O4PS3Y

A molecular structure, C22H25F5O4PS3Y at a distorted geometry (wB97M-V/def2-TZVPD, the Open Molecules 2025 dataset).

Output
* total charge: 0
* Kohn-Sham gap: 8.1 eV
* largest force on an atom: 0.0437 Eh/bohr

CARTESIAN COORDINATES (ANGSTROEM)
Y (0.74, -0.35, -1.40)
F (1.00, -6.66, -4.53)
C (1.38, -5.45, -4.12)
C (0.51, -4.64, -3.40)
F (-0.74, -5.06, -3.14)
C (0.93, -3.40, -2.95)
F (0.03, -2.61, -2.26)
C (2.22, -2.91, -3.18)
S (2.82, -1.40, -2.58)
C (3.07, -3.73, -3.94)
F (4.30, -3.30, -4.24)
C (2.67, -4.97, -4.40)
F (3.50, -5.72, -5.13)
C (1.12, -0.47, 6.78)
C (1.26, -0.49, 5.29)
C (1.86, 0.55, 4.60)
C (1.95, 0.56, 3.22)
C (2.63, 1.73, 2.58)
C (1.41, -0.52, 2.49)
C (0.84, -1.61, 3.18)
C (0.27, -2.81, 2.51)
C (0.78, -1.57, 4.57)
C (1.37, -0.50, 1.02)
O (1.68, 0.54, 0.34)
O (0.95, -1.49, 0.34)
H (1.67, 0.36, 7.22)
H (1.47, -1.40, 7.21)
H (0.07, -0.35, 7.05)
H (2.27, 1.38, 5.16)
H (3.02, 2.40, 3.34)
H (1.94, 2.29, 1.94)
H (3.45, 1.39, 1.94)
H (1.01, -3.27, 1.86)
H (-0.58, -2.54, 1.88)
H (-0.05, -3.53, 3.25)
H (0.35, -2.41, 5.09)
C (-4.33, 3.40, -2.72)
C (-4.27, 1.88, -2.72)
C (-4.75, 1.28, -1.41)
O (-2.95, 1.43, -3.07)
P (-1.64, 1.31, -2.23)
S (-0.22, 0.86, -3.59)
S (-1.79, -0.03, -0.70)
O (-1.49, 2.81, -1.67)
C (-0.53, 3.45, -0.83)
C (-0.56, 2.89, 0.59)
C (0.86, 3.43, -1.45)
H (-5.35, 3.74, -2.55)
H (-3.97, 3.79, -3.67)
H (-3.69, 3.80, -1.93)
H (-4.89, 1.50, -3.55)
H (-4.20, 1.68, -0.57)
H (-4.63, 0.20, -1.42)
H (-5.81, 1.51, -1.28)
H (-0.90, 4.49, -0.82)
H (-0.11, 1.90, 0.63)
H (-1.59, 2.82, 0.94)
H (-0.02, 3.56, 1.25)
H (1.30, 2.42, -1.41)
H (1.53, 4.10, -0.91)
H (0.81, 3.74, -2.49)

***

# 5
# C11H7NO

C11H7NO in the gas phase at a distorted geometry (wB97M-V/def2-TZVPD, the Open Molecules 2025 dataset).

Output
* SMILES: O=C=Nc1cccc2ccccc12
* total charge: 0
* Kohn-Sham gap: 8.5 eV
* energy relative to the best compared isomer or geometry (same formula, charge and spin): 0.0 kJ/mol
* largest force on an atom: 0.1345 Eh/bohr

CARTESIAN COORDINATES (ANGSTROEM)
O (-0.99, -1.51, -4.46)
C (-0.59, -1.11, -3.48)
N (-0.03, -0.55, -2.50)
C (-0.52, -0.53, -1.21)
C (-1.64, -1.20, -0.77)
C (-2.02, -1.24, 0.60)
C (-1.34, -0.51, 1.52)
C (-0.13, 0.13, 1.09)
C (0.63, 0.89, 2.03)
C (1.76, 1.56, 1.69)
C (2.25, 1.44, 0.35)
C (1.47, 0.79, -0.58)
C (0.33, 0.13, -0.27)
H (-2.27, -1.79, -1.47)
H (-2.90, -1.75, 0.92)
H (-1.64, -0.44, 2.55)
H (0.20, 0.96, 2.98)
H (2.38, 2.05, 2.46)
H (3.15, 1.93, 0.13)
H (1.88, 0.74, -1.57)

***

# 6
# C2H6NO3

A gas-phase ion, C2H6NO3 (charge +1) at a distorted geometry (wB97M-V/def2-TZVPD, the Open Molecules 2025 dataset).

Output
* SMILES: [NH3+]C(O)=C(O)O
* total charge: +1
* Kohn-Sham gap: 8.6 eV
* energy relative to the best compared isomer or geometry (same formula, charge and spin): 249.6 kJ/mol
* largest force on an atom: 0.1272 Eh/bohr

CARTESIAN COORDINATES (ANGSTROEM)
N (-0.49, 0.19, -1.20)
C (0.41, 0.44, -0.05)
O (1.69, 0.75, -0.20)
C (-0.01, -0.17, 1.36)
O (0.74, 0.07, 2.39)
O (-1.27, -0.45, 1.55)
H (-1.34, 0.45, -0.82)
H (-0.32, 0.83, -1.95)
H (-0.50, -0.69, -1.70)
H (2.31, 0.15, -0.74)
H (1.62, 0.45, 2.27)
H (-1.70, -0.40, 2.41)

***

Question: largest force on an atom of number 6 (C2H6NO3)?
Answer: 0.1272 Eh/bohr

***

Question: Which of these has the lowest largest force on an atom?
Answer: C3H7NO

***

Please write out number 4 again, unchanged.
# C22H25F5O4PS3Y

A molecular structure, C22H25F5O4PS3Y at a distorted geometry (wB97M-V/def2-TZVPD, the Open Molecules 2025 dataset).

Output
* total charge: 0
* Kohn-Sham gap: 8.1 eV
* largest force on an atom: 0.0437 Eh/bohr

CARTESIAN COORDINATES (ANGSTROEM)
Y (0.74, -0.35, -1.40)
F (1.00, -6.66, -4.53)
C (1.38, -5.45, -4.12)
C (0.51, -4.64, -3.40)
F (-0.74, -5.06, -3.14)
C (0.93, -3.40, -2.95)
F (0.03, -2.61, -2.26)
C (2.22, -2.91, -3.18)
S (2.82, -1.40, -2.58)
C (3.07, -3.73, -3.94)
F (4.30, -3.30, -4.24)
C (2.67, -4.97, -4.40)
F (3.50, -5.72, -5.13)
C (1.12, -0.47, 6.78)
C (1.26, -0.49, 5.29)
C (1.86, 0.55, 4.60)
C (1.95, 0.56, 3.22)
C (2.63, 1.73, 2.58)
C (1.41, -0.52, 2.49)
C (0.84, -1.61, 3.18)
C (0.27, -2.81, 2.51)
C (0.78, -1.57, 4.57)
C (1.37, -0.50, 1.02)
O (1.68, 0.54, 0.34)
O (0.95, -1.49, 0.34)
H (1.67, 0.36, 7.22)
H (1.47, -1.40, 7.21)
H (0.07, -0.35, 7.05)
H (2.27, 1.38, 5.16)
H (3.02, 2.40, 3.34)
H (1.94, 2.29, 1.94)
H (3.45, 1.39, 1.94)
H (1.01, -3.27, 1.86)
H (-0.58, -2.54, 1.88)
H (-0.05, -3.53, 3.25)
H (0.35, -2.41, 5.09)
C (-4.33, 3.40, -2.72)
C (-4.27, 1.88, -2.72)
C (-4.75, 1.28, -1.41)
O (-2.95, 1.43, -3.07)
P (-1.64, 1.31, -2.23)
S (-0.22, 0.86, -3.59)
S (-1.79, -0.03, -0.70)
O (-1.49, 2.81, -1.67)
C (-0.53, 3.45, -0.83)
C (-0.56, 2.89, 0.59)
C (0.86, 3.43, -1.45)
H (-5.35, 3.74, -2.55)
H (-3.97, 3.79, -3.67)
H (-3.69, 3.80, -1.93)
H (-4.89, 1.50, -3.55)
H (-4.20, 1.68, -0.57)
H (-4.63, 0.20, -1.42)
H (-5.81, 1.51, -1.28)
H (-0.90, 4.49, -0.82)
H (-0.11, 1.90, 0.63)
H (-1.59, 2.82, 0.94)
H (-0.02, 3.56, 1.25)
H (1.30, 2.42, -1.41)
H (1.53, 4.10, -0.91)
H (0.81, 3.74, -2.49)